63
Properties=species:S:1:pos:R:3:forces:R:3:mulliken_charge:R:1 method="wB97M-V/def2-TZVPD" e_tot_ev=-310483.4671 homo_lumo_gap_ev=6.33 de_lowest_kj_mol=0.0 e_homo_ev=-4.055 charge=-1 largest_force_ha_per_bohr=0.0139
Ba 0.687 -0.247 0.456 0.0 0.4 0.4 1.20
O 3.552 5.179 0.532 0.0 0.1 0.0 -0.52
C 3.785 3.922 1.167 0.0 -0.1 0.0 -1.51
C 2.626 2.943 0.910 0.1 0.1 -0.1 2.74
C 2.540 2.829 -0.612 -0.1 0.0 0.2 -1.45
O 1.543 1.886 -1.045 0.1 0.0 -0.3 -0.55
C 3.064 1.621 1.602 0.3 0.1 -0.2 -0.70
Se 3.885 0.159 0.509 -0.2 0.0 0.0 -0.37
C 1.353 3.587 1.512 0.0 0.2 0.1 -1.42
Se -0.299 2.580 1.917 0.1 -0.4 -0.2 -0.47
H 4.185 5.815 0.874 0.0 0.0 0.0 0.30
H 3.886 4.054 2.249 0.0 0.0 0.0 0.54
H 4.708 3.468 0.782 0.0 0.0 0.0 0.45
H 3.512 2.497 -0.977 0.0 0.0 0.0 0.54
H 2.306 3.804 -1.041 -0.1 0.0 0.0 0.46
H 2.027 1.267 -1.609 0.1 0.0 0.1 0.38
H 2.242 1.260 2.225 -0.1 0.0 0.0 -0.66
H 3.889 1.848 2.278 -0.2 0.1 0.3 0.32
H 1.062 4.403 0.852 0.0 0.0 0.0 0.35
H 1.635 4.046 2.462 0.0 0.0 0.0 0.43
Br -0.798 -5.264 -0.625 0.0 0.0 0.0 -0.21
C -2.079 -3.875 -0.540 0.1 0.3 0.0 -0.17
C -3.434 -4.204 -0.480 -0.1 -0.1 0.0 -0.31
C -4.398 -3.237 -0.404 -0.1 -0.1 0.0 -0.07
Br -6.229 -3.770 -0.310 0.1 0.0 0.0 -0.29
C -4.052 -1.866 -0.378 0.2 -0.1 0.0 1.10
C -4.959 -0.794 -0.262 0.0 0.2 0.0 -0.82
C -4.485 0.491 -0.214 -0.1 -0.1 0.0 -0.71
C -3.100 0.715 -0.286 0.1 0.0 0.0 -0.41
N -2.233 -0.264 -0.410 0.1 0.4 0.1 -0.13
C -2.675 -1.536 -0.454 0.0 -0.3 0.0 -0.30
C -1.621 -2.551 -0.533 -0.3 0.0 -0.1 0.79
O -0.408 -2.183 -0.581 -0.1 -0.7 -0.3 -1.03
H -3.717 -5.248 -0.488 0.0 0.0 0.0 0.40
H -6.019 -1.001 -0.202 0.0 0.0 0.0 0.31
H -5.156 1.334 -0.117 0.0 0.0 0.0 0.45
H -2.690 1.717 -0.213 0.0 0.0 0.0 0.43
C -1.762 2.291 5.442 0.1 -0.1 0.0 -1.09
N -1.934 0.905 4.990 -0.1 0.0 0.0 -0.24
N -0.757 0.251 4.634 0.2 0.0 -0.1 0.86
C -0.909 -0.431 3.445 0.0 0.0 0.2 0.32
O -0.023 -1.104 2.904 0.0 0.0 0.1 -0.94
C -2.277 -0.201 3.066 -0.1 0.0 -0.2 -0.23
C -2.814 0.659 3.957 -0.1 -0.1 0.0 0.43
C -4.133 1.344 3.915 0.0 0.0 0.0 -1.65
C 0.307 0.148 5.549 0.0 0.0 0.2 0.19
C 0.040 0.054 6.915 0.0 0.0 -0.1 -0.09
C 1.088 -0.036 7.814 0.0 0.0 0.0 -0.63
C 2.401 -0.055 7.361 0.0 0.0 0.0 -0.39
C 2.658 0.027 6.001 0.0 0.0 0.0 -0.76
C 1.618 0.139 5.093 0.0 0.0 -0.1 -0.32
H -1.033 2.304 6.249 0.0 0.0 0.0 0.43
H -2.719 2.627 5.834 0.0 0.1 0.0 0.44
H -1.413 2.916 4.616 0.0 0.0 0.0 0.16
H -2.754 -0.619 2.196 0.0 0.0 0.0 0.34
H -4.753 0.893 3.144 0.0 0.0 0.0 0.41
H -3.994 2.399 3.667 0.0 0.0 0.0 0.30
H -4.646 1.276 4.875 0.0 0.0 0.0 0.38
H -0.988 0.048 7.254 0.0 0.0 0.0 0.48
H 0.879 -0.105 8.874 0.0 0.0 0.0 0.37
H 3.219 -0.134 8.066 0.0 0.0 0.0 0.38
H 3.677 0.014 5.637 0.0 0.0 0.0 0.42
H 1.810 0.219 4.035 0.0 0.0 0.0 0.32


14
Properties=species:S:1:pos:R:3:forces:R:3:mulliken_charge:R:1 method="wB97M-V/def2-TZVPD" e_tot_ev=-11885.4140 smiles="O=C1OCc2cc[nH]c21" homo_lumo_gap_ev=9.50 de_lowest_kj_mol=302.0 e_homo_ev=-8.701 charge=0 largest_force_ha_per_bohr=0.2057
O -1.822 -1.149 -1.547 -0.2 1.2 0.1 -0.56
C -1.244 -0.648 -0.623 3.5 0.3 0.1 0.45
O -1.376 -1.041 0.624 -2.2 -2.2 3.4 -0.34
C -0.312 -0.803 1.614 -0.3 -1.5 0.3 -0.31
C 0.600 0.011 0.785 1.8 -0.7 1.0 0.71
C 1.807 0.749 0.900 0.3 1.3 -1.6 -0.50
C 1.716 1.660 -0.309 0.2 -4.4 2.8 -0.47
N 0.722 1.229 -1.133 0.6 -4.7 9.4 0.06
C 0.036 0.168 -0.407 -0.7 3.0 -4.3 -0.10
H -0.040 -1.854 2.113 -0.3 2.2 -1.6 0.21
H -0.646 -0.163 2.450 -0.5 -0.4 -0.5 0.21
H 2.674 0.409 1.649 -2.1 1.8 -1.8 0.27
H 2.472 2.231 -0.705 1.5 1.6 -0.6 0.41
H 0.455 1.470 -1.950 -1.8 2.5 -6.8 -0.03


73
Properties=species:S:1:pos:R:3:forces:R:3:mulliken_charge:R:1 method="wB97M-V/def2-TZVPD" e_tot_ev=-59254.5844 homo_lumo_gap_ev="4.62 / 10.03" s2=3.75 de_lowest_kj_mol=201.3 e_homo_ev="-6.468 / -11.899" charge=+1 multiplicity=4 largest_force_ha_per_bohr=0.0595
Ti -0.504 0.965 -0.317 0.3 0.5 -0.2 0.79
C 3.088 0.385 -1.506 -0.7 0.4 -0.9 -1.17
O 1.781 0.829 -1.956 0.0 0.5 0.2 0.35
C 1.788 1.740 -3.090 -0.8 -0.9 0.1 -0.75
C 0.343 1.904 -3.635 0.6 -1.4 2.7 -0.87
N -0.555 2.414 -2.490 1.4 0.3 -1.3 -0.31
C -0.023 3.665 -1.878 -0.3 0.1 0.4 -0.68
C -0.994 4.250 -0.817 0.3 -0.3 -1.0 -0.92
O -1.004 3.332 0.258 1.3 -1.3 -0.3 -0.02
C -1.688 3.669 1.423 -1.5 1.5 -0.1 -0.99
H 3.678 1.250 -1.203 0.2 -0.1 0.0 0.33
H 3.546 -0.173 -2.323 0.4 0.2 -0.1 0.35
H 3.001 -0.322 -0.681 -0.4 0.3 0.1 0.30
H 2.386 1.307 -3.891 0.3 0.1 0.0 0.53
H 2.167 2.726 -2.817 0.4 -0.1 0.1 0.42
H -0.080 0.910 -3.780 0.3 -0.1 -0.4 0.20
H 0.426 2.362 -4.620 -0.5 0.9 0.3 0.42
H -1.429 2.537 -2.980 -0.5 0.6 0.4 0.24
H 0.330 4.389 -2.612 -0.6 0.4 -0.3 0.46
H 0.912 3.436 -1.366 -0.1 -0.4 0.3 0.22
H -1.971 4.359 -1.286 -0.5 -0.3 0.1 0.41
H -0.744 5.268 -0.515 0.5 0.0 0.2 0.46
H -1.716 2.930 2.225 0.6 -0.4 -0.5 0.23
H -2.720 3.846 1.117 -0.5 0.0 0.3 0.37
H -1.355 4.622 1.833 0.4 0.1 0.1 0.29
C -0.563 -2.781 2.413 -0.2 1.2 -0.8 -0.73
O -1.190 -1.607 1.710 -0.2 -2.0 0.2 -0.44
C -1.476 -0.453 2.496 0.4 -1.5 0.7 -0.41
C -0.122 0.154 2.795 -1.5 0.8 0.9 -0.95
N 0.756 0.289 1.657 -0.4 0.8 0.0 1.39
C 1.955 1.094 1.944 -0.5 -0.4 -2.0 -0.56
C 2.850 0.588 2.983 1.2 0.6 1.7 -1.06
O 3.409 -0.681 2.723 -0.9 0.6 -0.4 -0.37
C 3.004 -1.608 3.689 0.7 -1.3 -0.2 -0.60
H -0.050 -2.472 3.324 -0.3 0.0 0.1 0.40
H 0.196 -3.199 1.752 0.0 0.3 -0.3 0.17
H -1.245 -3.615 2.576 -0.5 0.5 0.2 0.32
H -1.958 -0.819 3.403 0.3 0.1 0.6 0.49
H -2.258 0.206 2.118 0.5 -0.1 -1.1 -0.23
H 0.201 -0.421 3.662 0.9 0.0 -0.1 0.30
H -0.357 1.151 3.168 0.4 0.3 0.2 0.49
H 1.002 -0.577 1.200 0.0 -0.3 0.4 -0.24
H 1.720 2.139 2.145 -0.4 0.0 0.0 0.39
H 2.506 1.064 1.004 0.2 0.3 -0.1 -0.14
H 2.378 0.650 3.964 -0.3 -0.5 0.2 0.41
H 3.644 1.323 3.115 0.4 0.0 -0.3 0.57
H 3.242 -2.584 3.265 0.1 -0.1 0.2 0.24
H 1.933 -1.630 3.895 0.0 0.4 0.1 0.21
H 3.606 -1.476 4.588 -0.3 0.0 0.3 0.34
C -3.952 1.145 -0.351 1.4 0.8 1.6 -0.97
O -2.738 0.428 -0.563 -0.8 -0.2 -0.9 0.32
C -3.004 -0.722 -1.379 1.2 0.4 0.3 -1.06
C -1.656 -1.191 -1.946 0.4 -0.1 0.3 -0.33
N -0.587 -1.314 -0.892 -1.2 0.0 -0.4 0.83
C 0.620 -1.998 -1.248 1.4 -0.4 -2.4 -0.56
C 0.411 -3.407 -1.816 0.1 1.2 1.1 -1.05
O 0.171 -4.145 -0.622 0.3 -1.0 -1.1 -0.17
C -0.138 -5.505 -0.841 0.3 -1.0 -0.1 -0.98
H -3.651 1.809 0.459 -0.4 0.4 0.0 0.10
H -4.718 0.509 0.091 -0.3 -0.1 -0.6 0.39
H -4.219 1.778 -1.197 -0.4 -0.5 -0.2 0.31
H -3.682 -0.476 -2.196 0.1 0.2 -0.2 0.50
H -3.547 -1.409 -0.730 0.3 -0.6 -0.1 0.52
H -1.236 -0.474 -2.651 -0.3 0.4 0.0 -0.23
H -1.873 -2.043 -2.590 0.1 -0.6 0.4 0.52
H -0.908 -1.889 -0.126 -0.8 0.4 0.4 0.12
H 1.319 -2.059 -0.414 -0.4 -0.2 0.4 0.15
H 1.225 -1.467 -1.983 -0.4 0.5 -0.3 0.09
H 1.262 -3.701 -2.430 0.4 -0.5 0.5 0.52
H -0.413 -3.380 -2.528 -0.5 -0.4 0.2 0.35
H 0.045 -6.077 0.068 -1.0 0.4 0.5 0.27
H 0.521 -6.116 -1.459 0.8 0.8 -0.8 0.36
H -1.101 -5.634 -1.335 -0.4 0.0 0.6 0.36


13
Properties=species:S:1:pos:R:3:forces:R:3:mulliken_charge:R:1 method="wB97M-V/def2-TZVPD" e_tot_ev=-10283.2218 smiles="[H]/N=C(/NC=O)OC" homo_lumo_gap_ev=10.74 de_lowest_kj_mol=152.0 e_homo_ev=-10.046 charge=0 largest_force_ha_per_bohr=0.0080
H -0.698 1.658 -1.213 0.0 -0.1 0.0 0.25
N -0.772 0.643 -1.219 0.3 -0.1 0.3 -0.67
C 0.068 0.123 -0.427 -0.2 0.0 -0.4 0.69
N 0.235 -1.249 -0.315 0.0 -0.1 0.0 -0.13
C -0.386 -2.204 -1.098 0.0 -0.2 0.0 0.03
O -0.225 -3.388 -0.918 0.0 0.4 -0.1 -0.53
O 0.950 0.760 0.396 0.0 -0.2 -0.1 -0.37
C 0.351 1.595 1.381 -0.1 0.2 0.1 -0.69
H 0.868 -1.584 0.398 0.0 0.0 -0.1 0.25
H -1.024 -1.774 -1.884 0.1 0.0 0.1 0.36
H -0.094 0.975 2.166 0.0 0.1 0.0 0.28
H -0.420 2.232 0.941 0.1 0.0 0.1 0.33
H 1.146 2.214 1.792 -0.1 -0.1 0.0 0.21